Record 1
The following is a DFT calculation (ωB97M-V/def2-TZVPD) of a molecular structure, C23H29GeN11OS2Zr.

XYZ file:
```
68
Properties=species:S:1:pos:R:3:forces:R:3
Zr -0.440871 0.646966 0.166971 1.26 0.66 -0.72
C 3.593662 -0.938626 -0.020079 0.00 0.05 -0.04
C 2.147522 -0.713744 0.304717 -0.09 -0.17 0.06
N 1.190405 -0.712217 -0.663323 0.00 0.13 0.43
N 1.676635 -0.922706 -1.934450 -0.03 0.07 0.08
C 0.898591 -1.132587 -3.003397 0.04 -0.28 -0.17
N 1.600498 -1.233279 -4.177302 -0.18 0.01 -0.07
S -0.756473 -1.290119 -2.944331 0.22 0.12 -0.05
C 1.677461 -0.708974 1.644742 -0.17 -0.09 -0.05
C 2.498459 -0.855726 2.783804 0.16 0.02 0.02
C 1.941335 -0.861742 4.026529 0.05 0.01 0.05
C 0.546717 -0.780696 4.167580 0.04 -0.08 0.09
C -0.243331 -0.642441 3.062844 -0.35 -0.34 -0.28
N 0.315868 -0.538090 1.810260 0.22 0.31 0.60
H 3.981343 -0.175889 -0.707665 -0.01 -0.03 -0.02
H 4.216491 -0.893319 0.865870 -0.01 0.02 0.01
H 3.749245 -1.922183 -0.474971 0.00 0.00 -0.02
H 2.673082 -0.839162 -2.065199 -0.02 0.10 -0.01
H 2.582584 -1.455737 -4.161777 0.01 -0.02 0.02
H 1.071739 -1.616379 -4.943411 0.03 0.04 0.02
H 3.563840 -0.986702 2.676097 0.01 0.04 0.00
H 2.572854 -0.967034 4.899617 -0.02 -0.01 0.00
H 0.079547 -0.840412 5.140516 0.02 -0.01 0.00
H -2.136203 0.312498 3.442836 0.05 -0.02 -0.04
C 3.120265 2.526405 1.788323 0.14 -0.04 -0.04
C 1.992690 2.134135 0.897943 -0.13 0.13 0.03
N 0.760229 2.038175 1.348592 0.42 0.07 0.49
N 0.516674 2.441105 2.642069 -0.18 0.04 -0.29
C -0.764154 2.596392 2.810571 -0.09 0.10 0.07
N -1.206120 2.954474 4.060333 -0.02 -0.02 -0.13
S -1.962035 2.344956 1.563076 0.06 -0.27 0.26
C 2.081361 2.084428 -0.543448 -0.03 0.15 0.19
C 3.234265 2.369071 -1.282680 0.15 0.01 0.02
C 3.160790 2.468379 -2.652743 0.05 -0.01 0.01
C 1.925407 2.296305 -3.282552 0.01 0.04 -0.07
C 0.833423 1.985240 -2.513644 -0.04 -0.05 0.14
N 0.896044 1.846027 -1.174406 0.22 -0.13 -0.32
H 3.024993 2.005927 2.741490 0.00 -0.01 0.00
H 3.087631 3.596871 2.003525 0.00 0.00 0.00
H 4.085645 2.288686 1.342109 -0.01 0.01 0.02
H -0.506874 3.348901 4.668990 0.02 0.01 0.02
H -2.120267 3.370785 4.102661 0.00 0.00 0.00
H 4.165425 2.554199 -0.765731 0.00 -0.02 -0.02
H 4.045749 2.705491 -3.229611 -0.02 0.00 0.01
H 1.811551 2.400756 -4.351853 0.01 0.00 0.01
H -0.138245 1.832296 -2.960829 -0.02 -0.08 0.00
O -2.201820 0.254863 -0.689981 -1.77 -0.13 -0.50
N -2.174411 1.274850 -1.534945 0.12 -0.19 0.18
C -3.096402 1.266645 -2.422842 -0.25 0.17 -0.41
C -3.087330 2.330818 -3.403979 -0.08 -0.37 0.30
N -3.080601 3.163928 -4.192792 0.02 0.04 -0.04
C -4.092581 0.218881 -2.490026 0.23 0.32 -0.03
N -4.886387 -0.606995 -2.551788 -0.03 -0.04 0.01
C -4.431125 -0.348785 1.344901 0.02 0.23 -0.20
Ge -2.908901 -1.467906 1.782527 0.08 -0.66 0.56
C -1.865284 -2.415583 0.407258 -0.06 0.18 -0.05
C -3.807400 -2.924591 2.747075 -0.02 -0.09 0.08
C -1.750519 -0.683636 3.211889 0.24 0.23 -0.24
H -5.134992 -0.959013 0.776703 -0.02 0.05 0.00
H -4.211109 0.557544 0.788495 0.01 -0.04 0.04
H -4.890372 -0.075177 2.296795 -0.05 0.01 -0.03
H -2.492645 -2.585156 -0.467947 0.05 -0.05 0.00
H -1.608729 -3.371257 0.867954 -0.03 -0.04 -0.03
H -0.923569 -1.978746 0.066327 -0.24 -0.08 0.00
H -4.612293 -3.344229 2.139881 0.04 -0.01 0.01
H -4.249310 -2.536718 3.668706 0.00 -0.04 -0.03
H -3.116624 -3.729141 3.008485 -0.02 0.04 0.00
H -1.959141 -1.310224 4.080512 0.00 0.04 0.05
```
Forces are in eV/Å.

For the LUMO energy (alpha / beta), the calculation gives -0.711 / -0.708 eV. For the orbital gap (alpha / beta), the calculation gives 5.3 / 5.3 eV. As for the charge: 0.

=====

Record 2
The following is a DFT calculation (ωB97M-V/def2-TZVPD) of a molecular structure, C23H29N12O2RuSi.

XYZ file:
```
68
Properties=species:S:1:pos:R:3:forces:R:3
Ru -0.352891 -0.487318 1.105831 0.13 -0.07 -0.17
N -4.434159 1.926415 -2.279360 -0.01 0.00 0.04
C -4.166293 1.464840 -1.059579 -0.01 0.04 -0.06
N -2.983398 1.352449 -0.528093 -0.08 0.12 -0.10
C -1.898933 1.821839 -1.267735 0.01 0.04 -0.02
N -0.716581 1.957841 -0.780618 0.05 -0.02 -0.13
N -0.481630 1.494000 0.483135 0.05 -0.15 0.21
C 0.038248 2.326677 1.306318 -0.03 0.08 0.02
C 0.375066 1.840003 2.635104 -0.03 -0.02 0.04
C 0.808429 2.665499 3.657751 0.00 0.02 -0.03
C 1.024463 2.120097 4.912948 0.00 -0.03 0.02
C 0.793815 0.766971 5.107613 0.00 0.02 -0.01
C 0.380055 -0.004916 4.036532 0.08 0.04 -0.02
N 0.181572 0.515150 2.822006 -0.03 0.01 0.00
C -2.103108 2.233039 -2.657865 -0.04 0.00 -0.05
C -1.045398 2.578989 -3.504709 0.00 -0.01 0.02
C -1.301594 2.983904 -4.795759 -0.01 0.00 -0.01
C -2.615991 3.054090 -5.265207 0.00 0.00 0.01
C -3.673032 2.711108 -4.448937 0.00 0.00 0.00
C -3.404075 2.297790 -3.148709 0.02 0.01 0.00
H -5.392746 2.002039 -2.583904 0.00 0.01 0.00
H -5.032346 1.172203 -0.474873 -0.02 -0.02 0.01
H 0.198684 3.359332 1.017181 -0.01 0.00 0.02
H 0.966332 3.717702 3.465692 0.00 0.00 0.01
H 1.364009 2.742758 5.729074 0.00 0.00 0.00
H 0.940093 0.305107 6.073186 0.01 0.00 0.00
H 0.218744 -1.068698 4.137023 -0.01 -0.01 0.00
H -0.035666 2.521790 -3.124341 0.01 0.00 0.00
H -0.484420 3.251811 -5.450497 0.00 0.00 0.00
H -2.808575 3.377722 -6.278867 0.00 0.00 0.00
H -4.693252 2.761038 -4.808024 0.00 0.00 -0.01
N -2.544099 -0.537508 1.469897 -0.01 -0.07 0.19
N -3.100898 -1.543605 0.647357 0.03 -0.08 0.09
C -2.451827 -1.833714 -0.521630 -0.04 -0.10 -0.11
N -3.139831 -2.497641 -1.445401 -0.14 0.05 0.09
N -1.194161 -1.427989 -0.600456 0.18 0.01 0.05
N -0.552451 -1.560449 -1.863200 -0.81 0.50 -0.36
O -0.866544 -2.509018 -2.560580 0.49 -0.18 0.05
O 0.174415 -0.664114 -2.166100 0.31 -0.22 0.18
H -2.794978 -0.731507 2.434236 -0.01 -0.04 -0.01
H -2.884553 0.382469 1.153154 0.04 -0.01 -0.08
H -4.107706 -1.626197 0.652012 0.00 0.04 -0.05
H -4.110702 -2.721365 -1.310430 -0.01 0.01 0.03
H -2.635947 -2.888325 -2.230065 -0.03 0.01 0.04
N -0.196386 -4.527572 2.509182 -0.03 -0.01 -0.03
C 1.090259 -4.143287 2.784621 0.02 0.03 0.00
C 1.182141 -2.848996 2.386849 0.02 -0.05 -0.02
N -0.036467 -2.443418 1.872197 0.04 0.06 0.06
C -0.841440 -3.486468 1.960983 0.02 0.00 0.00
H -0.588926 -5.441350 2.669456 -0.01 0.01 0.01
H 1.813575 -4.810889 3.216846 0.00 0.00 0.00
H 2.032690 -2.191252 2.394676 0.00 0.00 0.01
H -1.868964 -3.526835 1.647458 -0.03 0.01 0.00
C 5.399612 -1.321706 0.708863 -0.01 0.01 -0.02
Si 4.373546 -0.403325 -0.549405 0.03 0.01 -0.02
C 4.906165 1.372733 -0.719935 -0.01 -0.02 0.00
C 4.316989 -1.279301 -2.191471 0.01 0.02 0.02
C 2.626298 -0.409674 0.108755 -0.03 0.00 -0.01
C 1.458905 -0.451086 0.500366 -0.12 0.00 0.11
H 6.443450 -1.348178 0.389247 0.00 0.00 0.00
H 5.061946 -2.353280 0.820828 -0.01 -0.01 0.00
H 5.366692 -0.837378 1.686169 0.00 0.01 0.00
H 5.927267 1.428162 -1.102610 0.00 0.00 0.00
H 4.881984 1.890244 0.240455 0.00 0.00 0.01
H 4.260466 1.912114 -1.414855 0.00 0.00 0.00
H 5.288141 -1.213757 -2.686385 0.00 -0.01 0.00
H 3.573369 -0.832272 -2.853118 0.00 0.01 0.00
H 4.072546 -2.335537 -2.070284 -0.01 0.00 0.01
```
Forces are in eV/Å.

For the LUMO energy (alpha / beta), the calculation gives -5.835 / -7.006 eV. For the orbital gap (alpha / beta), the calculation gives 7.7 / 6.5 eV. As for the charge: +2. As for the multiplicity: 2.

=====

Record 3
The following is a DFT calculation (ωB97M-V/def2-TZVPD) of C23H29N3O5 in the gas phase.

XYZ file:
```
60
Properties=species:S:1:pos:R:3:forces:R:3
C -9.704347 -1.090758 1.464180 0.35 0.13 -0.27
C -8.702487 -0.169695 0.771017 -0.22 -0.01 0.12
O -7.970226 -0.816528 -0.253208 -0.05 0.06 -0.19
C -6.892470 -1.614939 0.178973 0.36 0.09 0.19
C -5.589565 -0.803549 0.357224 -0.49 0.11 -0.34
O -4.587372 -1.593006 0.945111 0.12 -0.30 0.00
C -5.153920 -0.232329 -1.000050 -0.14 -0.22 0.27
N -3.891187 0.465389 -0.931123 -0.10 0.16 0.01
C -2.720656 -0.213414 -1.030893 -0.17 0.36 -0.02
O -2.686678 -1.416430 -1.238977 0.08 -0.34 0.05
C -1.491125 0.606246 -0.890697 0.34 -0.07 0.02
C -0.336823 -0.020842 -0.438589 -0.32 0.07 -0.10
C 0.848797 0.671530 -0.280683 0.33 0.04 0.08
C 0.909974 2.026359 -0.593989 -0.31 0.12 -0.13
O 1.980276 2.858368 -0.505541 -0.28 0.01 -0.07
C 3.272974 2.473671 -0.069842 0.42 -0.29 0.17
C 3.342369 2.026681 1.394844 0.04 0.19 -0.24
C 4.804667 1.791204 1.774450 -0.19 -0.03 0.37
N 5.416254 0.834293 0.875202 0.09 0.18 0.08
C 5.652670 -0.427257 1.315437 0.16 0.04 -0.03
O 5.417750 -0.777719 2.456588 -0.13 -0.22 0.15
C 6.276930 -1.370820 0.337959 0.20 -0.39 -0.08
C 5.644134 -2.565473 0.011376 0.12 0.17 0.01
C 6.286289 -3.453808 -0.834932 -0.01 0.10 0.03
C 7.543783 -3.115439 -1.312345 -0.18 -0.25 -0.04
N 8.164816 -1.994231 -0.986463 0.52 0.07 -0.18
C 7.552764 -1.149781 -0.179561 -0.39 0.13 0.23
C 5.407900 1.248417 -0.507490 -0.18 -0.06 -0.43
C 3.967387 1.458382 -0.986377 -0.02 0.30 0.07
C -0.248194 2.653065 -1.070839 0.21 0.06 0.08
C -1.428593 1.960956 -1.213791 0.05 -0.16 0.08
H -10.295688 -0.518950 2.173949 -0.09 0.04 0.11
H -10.366400 -1.536537 0.726619 -0.09 -0.04 -0.05
H -9.195602 -1.888048 2.000503 -0.01 -0.08 0.08
H -8.025071 0.272322 1.512930 -0.03 0.04 -0.06
H -9.236698 0.638182 0.263197 0.08 0.00 0.14
H -6.742005 -2.371056 -0.597378 0.06 -0.03 0.10
H -7.113898 -2.126224 1.121997 0.03 -0.02 -0.05
H -5.774630 0.018907 1.062438 -0.03 -0.03 -0.13
H -4.065417 -2.009408 0.241845 0.04 0.08 0.04
H -5.020555 -1.061474 -1.701969 -0.12 0.11 0.02
H -5.927682 0.436907 -1.379277 0.05 -0.08 -0.02
H -3.888084 1.399507 -0.556537 0.12 -0.07 -0.03
H -0.383336 -1.073532 -0.204060 0.00 -0.09 0.01
H 1.705673 0.132383 0.086525 0.07 0.02 0.02
H 3.824738 3.422113 -0.152118 -0.03 -0.20 0.04
H 2.909919 2.798984 2.032169 -0.03 0.00 0.02
H 2.783010 1.106105 1.554701 0.00 -0.01 0.04
H 4.876299 1.386020 2.785107 0.03 0.16 -0.13
H 5.366478 2.729756 1.718046 0.00 -0.02 0.02
H 4.668120 -2.786888 0.418129 -0.07 -0.03 0.06
H 5.823572 -4.387420 -1.113781 -0.02 -0.08 -0.04
H 8.086194 -3.770408 -1.981058 -0.04 -0.12 -0.05
H 8.106143 -0.254189 0.073649 -0.03 0.14 0.07
H 5.899128 0.497684 -1.126547 -0.04 0.19 0.06
H 5.964879 2.189049 -0.591653 0.03 -0.07 -0.04
H 3.966265 1.833225 -2.010910 -0.02 0.00 -0.03
H 3.445946 0.501755 -0.977313 0.02 -0.04 -0.03
H -0.184286 3.699208 -1.326228 0.01 0.11 -0.04
H -2.293080 2.473484 -1.609934 -0.07 0.05 -0.04
```
Forces are in eV/Å.

For the LUMO energy, the calculation gives 0.561 eV. For the orbital gap, the calculation gives 9.4 eV. As for the charge: 0. The structure (SMILES) is CCOC[C@@H](O)CNC(=O)c1ccc(OC2CCN(C(=O)c3cccnc3)CC2)cc1.

=====

> Number 1 is which compound?

C23H29GeN11OS2Zr